{"formula": "C63H133N7O7", "method": "ωB97M-V/def2-TZVPD", "symbols": ["O", "O", "O", "O", "O", "O", "O", "N", "N", "N", "N", "N", "N", "N", "C", "C", "C", "C", "C", "C", "C", "C", "C", "C", "C", "C", "C", "C", "C", "C", "C", "C", "C", "C", "C", "C", "C", "C", "C", "C", "C", "C", "C", "C", "C", "C", "C", "C", "C", "C", "C", "C", "C", "C", "C", "C", "C", "C", "C", "C", "C", "C", "C", "C", "C", "C", "C", "C", "C", "C", "C", "C", "C", "C", "C", "C", "C", "H", "H", "H", "H", "H", "H", "H", "H", "H", "H", "H", "H", "H", "H", "H", "H", "H", "H", "H", "H", "H", "H", "H", "H", "H", "H", "H", "H", "H", "H", "H", "H", "H", "H", "H", "H", "H", "H", "H", "H", "H", "H", "H", "H", "H", "H", "H", "H", "H", "H", "H", "H", "H", "H", "H", "H", "H", "H", "H", "H", "H", "H", "H", "H", "H", "H", "H", "H", "H", "H", "H", "H", "H", "H", "H", "H", "H", "H", "H", "H", "H", "H", "H", "H", "H", "H", "H", "H", "H", "H", "H", "H", "H", "H", "H", "H", "H", "H", "H", "H", "H", "H", "H", "H", "H", "H", "H", "H", "H", "H", "H", "H", "H", "H", "H", "H", "H", "H", "H", "H", "H", "H", "H", "H", "H", "H", "H", "H", "H", "H", "H", "H", "H"], "xyz": [[0.1075, 7.2562, 7.6641], [-0.8219, 4.7556, -7.1006], [5.6276, -6.9425, -0.3458], [0.0595, -3.9916, -7.9804], [0.2467, -7.0110, 3.1469], [1.8827, 0.6111, 0.9692], [-0.7172, -0.4664, 7.5184], [-1.4709, 0.0670, 6.5219], [-0.0889, 7.6730, 6.3806], [-1.3714, 5.4988, -6.1107], [-0.3267, -7.1073, 1.9878], [4.6529, -6.0483, -0.6442], [-0.4892, -3.0408, -7.1367], [0.7243, 0.7802, 0.3064], [0.3153, -1.6935, -0.1576], [-0.0235, 6.4640, 5.4838], [1.2435, 5.5786, 5.5847], [-1.7629, 7.4768, -7.6506], [-2.9796, 1.9242, 4.9558], [2.0566, 8.8212, 6.3897], [3.2121, -6.0493, 1.5030], [-3.5549, -0.9176, 7.4959], [2.8300, -7.6030, -1.3555], [0.3976, 9.2742, 4.5965], [0.1695, 10.1633, 6.9176], [4.1400, -5.2814, 0.5338], [-1.8387, -2.2227, -8.9542], [3.3372, -4.0912, -0.0282], [-1.8908, 7.7615, -5.2147], [-1.3485, 4.8649, -4.7575], [-1.9042, -6.1609, 0.2474], [-2.8902, 1.3313, 8.2274], [-2.1749, 5.8386, -3.7709], [3.0822, -5.2842, -2.2781], [-2.6598, -6.4075, 2.6530], [-0.8576, 2.3881, -0.4940], [0.0976, -3.0507, -5.7487], [0.5908, 8.9360, 6.0743], [-0.8072, -4.6877, 1.9599], [-0.4910, -8.6203, 1.6420], [-1.0123, -8.6271, 0.2107], [0.7004, 8.0667, 3.5650], [0.8625, -9.3101, 1.6323], [1.5208, 2.9463, -0.9552], [0.2183, -0.2368, 4.6223], [-0.9368, -0.0023, -1.2630], [1.6196, -2.9326, -5.6464], [-0.6545, 0.7422, 5.4471], [-2.1514, -7.6756, -0.2310], [3.8328, -6.5265, -1.7478], [-0.6969, -1.7914, -7.9263], [-1.6166, 1.4710, 4.4515], [-1.2440, 5.5502, 5.7103], [0.5373, 2.2617, 0.0586], [-1.4397, -6.1120, 1.7706], [-1.3013, -0.6777, -6.9783], [0.0163, 4.5998, -4.2494], [-0.5685, -2.0114, -4.8893], [0.1753, 1.8375, 6.0953], [-1.2260, 1.5003, -1.7153], [-1.1211, 6.9301, -6.2702], [0.3946, 7.2922, -6.3081], [1.5855, -0.3631, -1.9219], [2.3698, -4.4375, -1.1604], [-0.3781, -4.4226, -5.1690], [4.5016, -7.1093, -2.9603], [-0.2250, 6.8791, 4.0358], [-1.4511, -9.4288, 2.4631], [0.6089, -1.2295, -8.6818], [-1.7614, 7.2921, -3.7611], [-2.8393, 0.3995, 7.0140], [-3.6871, 0.9510, 5.8068], [-2.1620, 3.5866, -4.7413], [0.4914, -0.2771, -0.7445], [0.5205, 3.0537, 1.3841], [5.3012, -4.6073, 1.2891], [-0.6764, -0.6240, -5.5124], [-3.2216, 5.7975, -4.0724], [-0.0629, -4.5081, -4.1291], [-1.5623, 8.5260, -7.8677], [0.4436, 3.7145, -4.7202], [0.0746, 4.2628, -3.2145], [-1.6983, 8.8279, -5.3328], [-1.1674, 4.5340, 5.3236], [1.4135, -0.9824, -7.9892], [5.9709, -5.2374, 1.8744], [-0.6166, 1.6345, -2.6091], [-0.6800, 9.4016, 4.4940], [1.0671, 4.6471, 5.0469], [-2.5743, 3.2494, -3.7903], [-1.1410, -0.6569, -2.1103], [-2.2620, -7.6610, -1.3153], [1.0791, -2.0206, -9.2659], [1.4182, -1.1512, -2.6560], [-0.8674, -1.3756, 7.2493], [-0.5573, -1.8752, 0.4698], [2.5672, 2.6804, -0.8055], [0.3872, -0.3437, -9.2770], [-1.3479, 6.8827, -8.4648], [2.1016, -2.8632, -4.6712], [0.8335, 2.3305, 5.3799], [-1.4083, -0.0308, -4.9641], [-2.1920, 5.4000, -2.7731], [1.1725, -7.0049, 2.8930], [-1.0850, -5.8386, -0.3953], [2.2843, 8.2897, 7.3137], [-1.2097, 5.3340, 6.7781], [-1.4912, -3.8556, 1.7930], [-3.3760, -7.1520, 2.3053], [-4.0130, 0.0855, 5.2299], [3.8008, -7.1782, -3.7923], [-1.7069, -0.2526, -0.5333], [0.5493, 8.1970, -6.8959], [-1.5844, -2.3628, -4.7088], [0.2860, 4.1024, 1.2015], [-2.3710, 1.0551, 9.1451], [-2.3855, -6.6964, 3.6676], [5.8184, -3.9277, 0.6118], [0.8288, 5.3018, -4.4368], [1.1889, 2.6105, -1.9377], [-2.9848, 2.8761, 5.4867], [2.1593, -6.0057, 1.2240], [1.7498, 7.7740, 3.5999], [0.4329, 8.2682, 2.5277], [1.0537, -1.9253, 0.6100], [2.4174, -5.4713, -3.1214], [3.2794, -8.5782, -1.1679], [1.6583, 5.2571, 6.5401], [1.5225, 4.0350, -0.9019], [0.0839, -5.1928, -5.7866], [1.7333, 0.5621, -2.4789], [-0.7771, 7.5916, -3.4011], [-2.3862, -0.7341, -6.8884], [-0.0302, -1.9217, -3.9458], [-0.2422, -8.5656, -0.5583], [-3.0204, -8.1202, 0.2540], [-0.0096, 5.9706, 3.4734], [-1.4456, -9.5953, -0.0401], [2.0358, -7.7506, -2.0873], [0.6432, 10.3461, 7.8821], [-2.5144, -9.2004, 2.3903], [-3.5880, 2.1816, 4.0888], [-1.7568, 0.7992, 3.6046], [2.6288, 8.2712, 5.6426], [-3.6327, -1.6064, 6.6548], [2.0594, -3.7229, -6.2547], [-1.3182, -2.6760, -9.7978], [-0.3388, 2.4981, 6.7935], [-3.0906, 3.7860, -5.2762], [-1.3356, -10.5021, 2.3120], [2.3068, -7.2861, -0.4533], [0.7393, -10.3764, 1.4430], [-1.1017, 0.3044, -7.4072], [4.7716, -3.9624, 1.9902], [-2.3495, 2.2499, 7.9995], [3.4738, -7.0941, 1.6702], [0.8330, -0.8851, 5.2468], [-4.5331, -0.6165, 7.8710], [0.9268, 10.1686, 4.2677], [-0.4922, -4.5077, 2.9878], [2.0990, -3.4876, -1.6214], [1.1192, 6.5456, -6.6330], [1.4152, -4.8993, -0.9084], [0.9798, 1.4382, 6.7128], [-2.5803, -2.8219, -8.4259], [0.0677, -4.6413, 1.3114], [-3.9417, 1.5095, 8.4527], [-0.3706, -0.8599, 3.9492], [-1.2740, 7.1005, 3.8391], [-3.2939, -5.5398, 2.8351], [2.0802, 6.0641, 5.0824], [-2.2217, 5.9631, 5.4618], [-2.2788, -1.2494, -9.1711], [0.6448, 7.4175, -5.2546], [-0.8023, 7.1721, 7.9586], [0.2416, -0.0499, -5.3866], [2.5366, -0.6457, -1.4704], [2.7886, -3.5580, 0.7482], [-2.2763, 1.6074, -1.9862], [1.5121, -8.8794, 0.8704], [-1.7154, 2.7726, -5.3123], [-2.8487, 7.4666, -7.7455], [-1.0389, 2.3269, 4.1025], [-1.4543, -4.5851, -5.2276], [-1.2678, -9.3734, 3.5361], [-0.8852, 3.3691, -0.9683], [1.3684, -9.2054, 2.5921], [3.8946, -4.7175, -2.7330], [-0.9158, 10.1490, 7.0184], [5.0293, -8.0280, -2.7042], [0.8764, 0.2921, 3.9329], [1.5599, 0.4400, 1.8570], [-3.1268, -1.4430, 8.3496], [5.1875, -6.4064, -3.4331], [0.2165, -2.3848, -0.9945], [-4.6620, 1.3794, 6.0397], [1.4304, 2.9146, 1.9679], [0.2050, 11.1146, 6.3865], [-2.8239, -5.6144, 0.0383], [0.1146, 4.8318, -6.9035], [-0.6864, -4.5923, -8.0469], [3.9652, -3.2930, -0.4240], [2.4471, 9.8275, 6.5409], [-2.4743, 7.8343, -3.1400], [3.1686, -5.5680, 2.4800], [-2.9168, 7.6643, -5.5698], [-1.6868, 2.2615, 0.2020], [6.3341, -6.4790, -0.8016], [-0.2251, 2.6360, 2.0607], [1.8100, -2.0528, -6.2612]], "mulliken_charge": [-0.4813, -0.3957, -0.5214, -0.5208, -0.6440, -0.6022, -0.4884, 0.4738, 0.1584, 0.0523, 1.0772, 0.4034, 0.4401, 1.0114, -2.0631, 2.0350, -1.3039, -1.8164, -0.6075, -1.9049, -1.2793, -1.9963, -0.9917, -1.3532, -1.9793, 1.7671, -1.8509, -1.7481, -1.4460, 2.1926, -0.7934, -1.6084, -1.3828, -2.2215, -1.8211, -1.3315, 1.8021, 1.8384, -1.8119, 1.7932, -1.0450, -0.7910, -1.7029, -1.4089, -2.0276, -1.6630, -1.5537, 1.9035, -0.9196, 1.9329, 1.5059, 0.0640, -1.9818, 1.9496, 1.3469, -1.7162, -1.2823, -0.2830, -1.6675, -0.2090, 1.3413, -1.3602, -0.9545, 2.1750, -2.0259, -2.1170, -1.1009, -2.0347, -1.6277, -0.6736, 1.4595, -1.4363, -2.1856, 1.8167, -2.4566, -1.9154, -0.3263, 0.4518, 0.2103, 0.4069, 0.4839, -0.1213, 0.3717, 0.0910, 0.3318, 0.3572, -0.0611, 0.4090, 0.0651, 0.2692, 0.4888, 0.4263, 0.3879, -0.1128, 0.4014, 0.3367, 0.3071, 0.4386, 0.4015, 0.0836, 0.3809, 0.2866, 0.4474, 0.3536, -0.0641, 0.4099, 0.5381, 0.4849, 0.2356, 0.3733, 0.3795, 0.4700, 0.3699, 0.5384, 0.5433, 0.3660, 0.3847, 0.4721, 0.2549, 0.0431, 0.0119, -0.1149, 0.3150, 0.4369, 0.4117, 0.6515, 0.5602, 0.3361, 0.4267, 0.5616, 0.1855, 0.3368, 0.4386, -0.7258, 0.1859, 0.4140, -0.0412, 0.3445, 0.3417, 0.3593, 0.2916, 0.5011, 0.4697, 0.3367, 0.4512, 0.4490, 0.3983, 0.1800, 0.6179, 0.4709, -0.5070, 0.4987, 0.5114, 0.4229, 0.2007, 0.4193, 0.4350, 0.4100, 0.4929, 0.5430, -0.6021, 0.2079, -0.7794, 0.4173, 0.3889, 0.0737, 0.4289, 0.6414, 0.5599, 0.4573, 0.3417, 0.3793, 0.4683, 0.4012, 0.3898, 0.2823, 0.3275, 0.2917, 0.6732, 0.1108, 0.3730, 0.4127, -0.5993, 0.3889, 0.3973, 0.2187, 0.4319, 0.4558, 0.4894, 0.4154, 0.0684, 0.3442, 0.4016, 0.4981, 0.3098, 0.5366, 0.4838, 0.4186, 0.5093, 0.3822, 0.3615, 0.5331, 0.4818, 0.4193, 0.3295, 0.4521, 0.4059, 0.3716, 0.1100, 0.3082], "e_homo_ev": -8.05, "total_energy_ev": -92237.6760, "lumo_ha": 0.014, "fmax_ev_per_a": 6.47, "homo_lumo_gap_ev": 8.4, "total_charge": 0, "de_lowest_kcal_mol": 155.04}